C5H15NO | ωB97M-V/def2-TZVPD

Molar mass in g/mol: 105.2
Energy relative to the best compared isomer or geometry (same formula, charge and spin) in kJ/mol: 49.7
Orbital gap in eV: 10.0531
Energy in eV: -8965.843

```
! wB97M-V def2-TZVPD RIJCOSX def2/J DEFGRID3
* xyz 0 1
C -1.3923 -0.8097 0.0642
C 0.1142 -0.7655 -0.1568
C 0.4403 0.2553 -1.2268
C 0.8234 -0.4683 1.1543
C 2.3439 -0.6260 1.0812
N -2.1313 -1.1966 -1.1459
H -1.7189 0.1758 0.4127
H -1.6079 -1.5333 0.8565
H 0.3995 -1.7631 -0.5132
H 1.4878 0.4933 -1.3948
H -0.0292 1.2089 -0.9411
H -0.0993 0.0351 -2.1468
H 0.5685 0.5415 1.4909
H 0.4383 -1.1294 1.9403
H 2.8155 -0.5298 2.0644
H 2.7956 0.1459 0.4625
H 2.5955 -1.6007 0.6542
H -2.6561 -2.0445 -1.0061
H -2.7367 -0.4705 -1.4928
H -0.3292 2.9479 -0.5084
H -1.5417 3.5374 0.1933
O -0.5798 3.5962 0.1582
*
```

These are the Mulliken partial charges, in e, on atoms 1 to 2: number 1, C, carries -0.787; number 2, C, carries 0.665